Arrangement w

Here is 2 unconnected molecules or ions with the total composition C2H8NO from OMol25. Energies are from ωB97M-V/def2-TZVPD.

Structure (ORCA input):
```
! RIJCOSX wB97M-V def2-TZVPD def2/J DEFGRID3
* xyz 1 1
O 1.1005 0.8818 -1.9596
H 0.8170 1.4291 -2.7077
H 2.0609 0.8418 -2.0566
H -0.6886 0.5355 2.7323
C -0.8968 -0.2270 1.9892
C -0.2877 0.0542 0.6799
N -0.1256 -0.8397 -0.2122
H -1.9862 -0.3101 1.9436
H -0.5306 -1.1957 2.3586
H 0.1000 1.0330 0.4447
H -0.5429 -1.7447 -0.0255
H 0.3388 -0.6081 -1.0968
*
```

***

Arrangement x

Here is 2 unconnected molecules or ions with the total composition C2H8NO from OMol25. Energies are from ωB97M-V/def2-TZVPD.

Structure (ORCA input):
```
! RIJCOSX wB97M-V def2-TZVPD def2/J DEFGRID3
* xyz 1 1
O 0.6434 2.5963 0.9282
H -0.1643 3.0676 1.1372
H 1.1047 2.7322 1.7616
H -0.2930 -2.2227 0.6932
C -0.7212 -1.8996 -0.3373
C -0.4875 -0.4665 -0.7060
N 0.6240 0.0018 -0.3197
H -0.1653 -2.4785 -1.1201
H -1.7183 -2.0278 -0.6593
H -1.1111 0.2333 -1.2639
H 1.4000 -0.5630 0.1570
H 0.8886 1.0268 -0.2708
*
```

***

Arrangement y

Here is 2 unconnected molecules or ions with the total composition C2H8NO from OMol25. Energies are from ωB97M-V/def2-TZVPD.

Structure (ORCA input):
```
! RIJCOSX wB97M-V def2-TZVPD def2/J DEFGRID3
* xyz 1 1
O 0.9190 -2.9086 -1.0230
H 0.7568 -3.8445 -0.7584
H 1.8564 -3.1112 -1.0539
H -1.6337 2.3446 0.6879
C -0.5695 2.1862 0.3749
C 0.0569 0.8434 0.1914
N -0.5519 -0.2916 0.4260
H -0.7112 2.5164 -0.5952
H 0.2003 2.8959 0.8030
H 1.1695 0.8727 0.1242
H -1.3608 -0.3479 0.9357
H -0.1317 -1.1553 -0.1126
*
```

***

Which one is most stable, and which one is least stable? arrangement w is the most stable of them, while arrangement y is the least stable.

***

Arrangement w

Here is a gas-phase ion, C4H10N2OS (charge -2) from OMol25. Energies are from ωB97M-V/def2-TZVPD.

The structure (SMILES) is N[C@@H](C[S-])CNC[O-].

Structure (ORCA input):
```
! RIJCOSX wB97M-V def2-TZVPD def2/J DEFGRID3
* xyz -2 1
C -0.4606 -0.5645 0.1480
N -1.5547 0.4403 0.0083
C -2.1984 0.1857 -1.4077
O -3.3474 -0.4996 -1.3182
C 0.7398 0.0448 0.7924
C 1.7287 0.7156 -0.2294
S 3.6020 1.2865 0.3198
N 1.3483 -1.0044 1.7030
H -0.9170 -1.4890 0.7188
H -0.0692 -1.0249 -0.8664
H -2.3250 0.2825 0.8145
H -2.3852 1.2249 -1.7538
H -1.5698 -0.4007 -2.2202
H 0.4276 0.8298 1.4160
H 1.3311 1.5775 -0.6993
H 1.7451 0.2952 -1.2021
H 1.7070 -0.4919 2.4319
H 2.1976 -1.4080 1.3442
*
```

***

Arrangement x

Here is a gas-phase ion, C4H10N2OS (charge -2) from OMol25. Energies are from ωB97M-V/def2-TZVPD.

The structure (SMILES) is NC[C@H](C[S-])NC[O-].

Structure (ORCA input):
```
! RIJCOSX wB97M-V def2-TZVPD def2/J DEFGRID3
* xyz -2 1
C 1.2843 -0.3181 -0.1164
N 1.7627 -1.6623 -0.4350
C -0.2576 -0.0904 -0.1587
C -0.7830 -0.0407 -1.5866
S -0.6970 -1.5926 -2.6587
N -0.5213 1.1777 0.4820
C -0.6080 1.1797 2.0022
O -1.8138 0.9562 2.5397
H 1.7061 0.4708 -0.7491
H 1.6283 -0.0619 0.8822
H 1.5238 -1.8201 -1.4110
H 1.1426 -2.3049 0.0229
H -0.7181 -0.9731 0.3131
H -0.3141 0.7439 -2.1830
H -1.8646 0.0975 -1.5611
H -1.3317 1.6374 0.0890
H 0.0987 0.3974 2.2760
H -0.2374 2.2038 2.2526
*
```

***

Which one is most stable, and which one is least stable? arrangement x is the most stable of them, while arrangement w is the least stable.

***

Arrangement w

Here is a molecular structure, C37H34BBrN13O3Y from OMol25. Energies are from ωB97M-V/def2-TZVPD.

Structure (ORCA input):
```
! RIJCOSX wB97M-V def2-TZVPD def2/J DEFGRID3
* xyz 1 2
Y -0.1062 0.2685 -0.1198
C -3.6576 1.7164 -0.4609
C -2.9898 1.9477 0.8553
C -3.5516 2.5438 1.9920
C -2.5332 2.5793 2.9145
N -1.4333 2.0398 2.3582
N -1.7136 1.6362 1.0908
B -0.0759 1.8249 3.0779
N 1.0955 2.3335 2.1952
C 2.1945 3.0089 2.5749
C 3.0102 3.1723 1.4763
C 2.3341 2.5423 0.4273
C 2.7532 2.4270 -1.0004
N 1.1855 2.0284 0.8753
N 0.1317 0.2950 3.2953
C 0.4375 -0.4247 4.3860
C 0.5825 -1.7456 4.0114
C 0.3476 -1.7564 2.6331
C 0.3883 -2.9207 1.6963
N 0.0827 -0.5194 2.2082
N -0.1025 2.6146 4.3691
C -0.0626 3.9685 4.4784
C -0.4872 4.3071 5.7335
C -0.7972 3.0708 6.3506
C -1.2977 2.8292 7.7356
N -0.5795 2.0661 5.5216
H -4.7354 1.6395 -0.3188
H -3.2973 0.8190 -0.9603
H -3.4557 2.5485 -1.1358
H -4.5573 2.9089 2.1066
H -2.5095 2.9534 3.9249
H 2.3196 3.3276 3.5953
H 3.9548 3.6862 1.4337
H 3.8194 2.6286 -1.0907
H 2.2063 3.1346 -1.6232
H 2.5578 1.4313 -1.4039
H 0.4912 0.0586 5.3451
H 0.8104 -2.5826 4.6485
H -0.1681 -3.7612 2.1110
H 1.4171 -3.2538 1.5409
H -0.0452 -2.6820 0.7237
H 0.2453 4.5856 3.6501
H -0.5596 5.2943 6.1565
H -0.5897 3.2001 8.4772
H -1.4454 1.7631 7.8962
H -2.2460 3.3416 7.9011
O 6.1485 -4.2734 -2.5352
N 5.5779 -4.0019 -1.5038
O 5.9326 -4.3432 -0.3932
C 4.3270 -3.2257 -1.6063
C 3.5917 -3.4225 -2.7153
C 2.3237 -2.7797 -2.8626
C 1.5123 -2.9591 -3.9981
C 0.3038 -2.3211 -4.0586
C -0.0978 -1.5229 -2.9796
N 0.6495 -1.3337 -1.9074
C 1.8569 -1.9423 -1.8486
C 2.6903 -1.6802 -0.6980
N 2.2238 -0.7841 0.1983
C 2.9657 -0.5045 1.2541
C 4.2154 -1.0871 1.4765
C 4.7024 -1.9977 0.5775
C 3.9279 -2.3267 -0.5526
H 3.9603 -4.0845 -3.4869
H 1.8569 -3.5869 -4.8102
H -0.3367 -2.4147 -4.9234
H -1.0500 -1.0139 -3.0002
H 2.5661 0.2109 1.9619
H 4.7831 -0.8111 2.3534
H 5.6639 -2.4589 0.7354
O -1.9388 -1.1821 -0.1215
C -2.9643 -1.5348 0.5118
C -3.1325 -1.1746 1.9000
C -4.2660 -1.4837 2.5755
C -5.3051 -2.1883 1.9234
C -5.1760 -2.5809 0.6080
C -4.0309 -2.2935 -0.1363
C -3.9161 -2.7436 -1.5005
N -2.8174 -2.8279 -2.2422
C -3.2028 -3.3806 -3.4193
C -4.5529 -3.6286 -3.4182
N -4.9925 -3.2295 -2.1998
H -2.3192 -0.6344 2.3611
H -4.3824 -1.1909 3.6102
H -6.2054 -2.4420 2.4662
H -5.9806 -3.1577 0.1725
H -2.5004 -3.5753 -4.2120
H -5.2135 -4.0354 -4.1634
H -5.9527 -3.2389 -1.9036
Br -0.6323 1.8046 -2.3057
*
```

***

Arrangement x

Here is a molecular structure, C37H34BBrN13O3Y from OMol25. Energies are from ωB97M-V/def2-TZVPD.

Structure (ORCA input):
```
! RIJCOSX wB97M-V def2-TZVPD def2/J DEFGRID3
* xyz 1 2
Y -0.0627 0.1866 -0.0746
C -3.2552 1.6631 -1.0355
C -2.7880 1.9549 0.3475
C -3.5502 2.4243 1.4161
C -2.6720 2.5030 2.4734
N -1.4604 2.0953 2.0592
N -1.5254 1.7682 0.7533
B -0.1614 2.0004 2.9250
N 1.0242 2.5513 2.1045
C 1.9037 3.5389 2.3428
C 2.8411 3.5512 1.3362
C 2.4744 2.5001 0.4903
C 3.1757 2.0760 -0.7526
N 1.3772 1.9039 0.9628
N 0.2126 0.5176 3.2276
C 0.3381 -0.0498 4.4374
C 0.6135 -1.3882 4.2709
C 0.6544 -1.5694 2.8863
C 0.8314 -2.8603 2.1674
N 0.4461 -0.4037 2.2686
N -0.5000 2.7004 4.2329
C -0.4334 3.9955 4.6262
C -1.2061 4.1518 5.7514
C -1.7655 2.8797 5.9849
C -2.7494 2.4784 7.0270
N -1.3336 2.0400 5.0631
H -4.3303 1.4978 -1.0261
H -2.7632 0.7685 -1.4239
H -3.0318 2.4933 -1.7084
H -4.5891 2.6808 1.4136
H -2.8714 2.8151 3.4760
H 1.8483 4.1576 3.2122
H 3.6673 4.2204 1.2114
H 4.2504 2.1931 -0.6235
H 2.8555 2.6990 -1.5875
H 2.9566 1.0363 -0.9982
H 0.1934 0.5145 5.3346
H 0.7676 -2.1268 5.0315
H 0.1774 -3.6073 2.6186
H 1.8573 -3.2208 2.2549
H 0.5862 -2.7590 1.1089
H 0.1293 4.7292 4.0912
H -1.3489 5.0398 6.3325
H -2.7426 3.1857 7.8538
H -2.5326 1.4786 7.3989
H -3.7541 2.4640 6.5989
O 4.9728 -5.5824 -3.2316
N 4.6344 -5.0925 -2.1825
O 4.9372 -5.5006 -1.0857
C 3.7449 -3.9450 -2.2567
C 3.0529 -3.7854 -3.4166
C 2.0828 -2.7626 -3.5587
C 1.4511 -2.4969 -4.7867
C 0.5490 -1.4654 -4.8442
C 0.2288 -0.7830 -3.6636
N 0.7793 -1.0328 -2.4887
C 1.7429 -1.9709 -2.4364
C 2.5304 -2.0835 -1.2325
N 2.2923 -1.1836 -0.2565
C 3.1434 -1.1147 0.7501
C 4.2355 -1.9720 0.8871
C 4.4445 -2.9569 -0.0501
C 3.5813 -3.0344 -1.1579
H 3.2392 -4.4543 -4.2461
H 1.7031 -3.0866 -5.6555
H 0.0795 -1.1828 -5.7721
H -0.4862 0.0268 -3.7032
H 2.9649 -0.3365 1.4798
H 4.8939 -1.8490 1.7324
H 5.2729 -3.6416 0.0422
O -1.8245 -0.6278 1.3215
C -2.8106 -1.2513 1.7932
C -3.2163 -1.0752 3.1567
C -4.2849 -1.7537 3.6658
C -5.0016 -2.6463 2.8574
C -4.6521 -2.8378 1.5353
C -3.5776 -2.1565 0.9676
C -3.2415 -2.2600 -0.4255
N -2.2183 -1.6995 -1.0819
C -2.3870 -2.0486 -2.3823
C -3.5032 -2.8239 -2.5355
N -4.0304 -2.9525 -1.2964
H -2.6425 -0.3886 3.7621
H -4.5873 -1.6074 4.6916
H -5.8430 -3.1836 3.2627
H -5.2346 -3.5324 0.9470
H -1.7175 -1.7292 -3.1513
H -3.9383 -3.2690 -3.4034
H -4.8666 -3.4603 -1.0621
Br -0.0731 2.1075 -2.0626
*
```

***

Arrangement y

Here is a molecular structure, C37H34BBrN13O3Y from OMol25. Energies are from ωB97M-V/def2-TZVPD.

Structure (ORCA input):
```
! RIJCOSX wB97M-V def2-TZVPD def2/J DEFGRID3
* xyz 1 2
Y 1.0509 0.2313 -0.2077
C -0.4673 -0.8846 -3.6203
C -1.2638 0.0275 -2.7614
C -2.5840 0.4214 -3.0054
C -2.8974 1.2649 -1.9674
N -1.8265 1.3690 -1.1627
N -0.8196 0.5988 -1.6362
B -1.7109 2.2036 0.1407
N -0.4871 3.1372 0.0369
C -0.4928 4.4727 0.1929
C 0.8011 4.9235 0.1499
C 1.5823 3.7766 -0.0200
C 3.0644 3.7737 -0.1132
N 0.7930 2.6975 -0.0933
N -1.4880 1.2559 1.3461
C -2.3562 0.9412 2.3224
C -1.6537 0.4464 3.3952
C -0.3130 0.4798 2.9965
C 0.8649 0.2126 3.8642
N -0.2244 0.9315 1.7433
N -2.9761 3.0339 0.2611
C -3.4070 3.9530 -0.6432
C -4.6058 4.4548 -0.2051
C -4.8572 3.7826 1.0082
C -6.0196 3.9171 1.9206
N -3.8663 2.9471 1.2550
H -1.1289 -1.5967 -4.1092
H 0.0445 -0.3188 -4.3993
H 0.2727 -1.4183 -3.0340
H -3.2132 0.1188 -3.8163
H -3.8120 1.7733 -1.7538
H -1.3941 5.0336 0.3169
H 1.1539 5.9293 0.2282
H 3.4203 4.7940 -0.2225
H 3.5098 3.3487 0.7858
H 3.4119 3.1971 -0.9664
H -3.4055 1.1155 2.2087
H -2.0382 0.1292 4.3426
H 0.7037 -0.6822 4.4631
H 1.7846 0.1204 3.2895
H 0.9768 1.0553 4.5487
H -2.8404 4.1791 -1.5257
H -5.2192 5.1915 -0.6814
H -6.7860 4.5432 1.4731
H -6.4437 2.9394 2.1398
H -5.6995 4.3581 2.8629
O -0.6006 -6.5361 4.5406
N 0.3383 -5.8149 4.3003
O 1.4307 -5.9291 4.8028
C 0.1021 -4.7381 3.3407
C -1.1578 -4.6765 2.8306
C -1.5332 -3.6665 1.9139
C -2.8473 -3.5790 1.4245
C -3.1478 -2.5870 0.5302
C -2.1346 -1.6991 0.1564
N -0.8935 -1.7479 0.5975
C -0.5750 -2.7189 1.4758
C 0.7722 -2.7910 1.9896
N 1.6601 -1.8736 1.5550
C 2.8959 -1.9475 2.0111
C 3.3345 -2.9011 2.9270
C 2.4370 -3.8118 3.4195
C 1.1127 -3.7956 2.9426
H -1.8848 -5.4147 3.1430
H -3.5946 -4.2814 1.7593
H -4.1418 -2.4863 0.1280
H -2.3695 -0.9082 -0.5348
H 3.5984 -1.2137 1.6529
H 4.3657 -2.9073 3.2387
H 2.7440 -4.5305 4.1595
O 1.7693 -1.5393 -1.3674
C 2.5600 -1.9722 -2.2664
C 2.8166 -3.3741 -2.3589
C 3.5975 -3.9034 -3.3445
C 4.1922 -3.0675 -4.2984
C 3.9717 -1.7091 -4.2563
C 3.1650 -1.1233 -3.2754
C 2.8738 0.2826 -3.3212
N 1.9815 0.9508 -2.5833
C 1.9771 2.2234 -3.0431
C 2.8824 2.3548 -4.0658
N 3.4389 1.1331 -4.2259
H 2.3382 -4.0011 -1.6218
H 3.7396 -4.9703 -3.4073
H 4.8066 -3.4905 -5.0769
H 4.3998 -1.1017 -5.0397
H 1.3374 2.9727 -2.6189
H 3.1650 3.1941 -4.6653
H 4.1904 0.9256 -4.8609
Br 3.7483 0.5914 0.0450
*
```

***

Which one is most stable, and which one is least stable? arrangement w is the most stable of them, while arrangement x is the least stable.